Entry a
Density functional theory data (ωB97M-V/def2-TZVPD) for C3H3NO in the gas phase.

```
8
Properties=species:S:1:pos:R:3
C 0.65149 -0.50486 0.18784
C -0.53859 -0.15005 0.90958
C 0.52220 0.19612 -1.01220
H 1.47175 -1.07856 0.71791
H -1.06278 -0.35756 1.86659
H 0.91182 0.53598 -1.92573
N -1.32558 0.53581 0.20946
O -0.63030 0.82312 -0.95344
```

Its gap between HOMO and LUMO is 10.98 eV. Its SMILES is c1cnoc1.

Entry b
Density functional theory data (ωB97M-V/def2-TZVPD) for 2 unconnected molecules or ions with the total composition C3H3NO.

```
8
Properties=species:S:1:pos:R:3
C -2.97351 -1.64072 0.89740
C 0.51297 0.90177 -1.46648
C 0.34162 0.40690 -0.04395
N -3.43287 -1.04728 0.00102
O 1.41481 1.00732 -0.28212
H 0.82513 0.25432 -2.27647
H 0.08635 1.97334 -1.81888
H -2.53240 -2.25396 1.76276
```

Its gap between HOMO and LUMO is 10.55 eV.

Ordering by calculated energy gives the sequence entry a, entry b, with the first entry being the most stable.

Entry a
Density functional theory data (ωB97M-V/def2-TZVPD) for a molecular structure, ClCu.

```
2
Properties=species:S:1:pos:R:3
Cu -0.63269 0.99497 -0.36005
Cl 0.63269 -0.99497 0.36005
```

The net charge is +1. Its gap between HOMO and LUMO (spin up / spin down) is 9.84 / 6.55 eV. The multiplicity is 2.

Entry b
Density functional theory data (ωB97M-V/def2-TZVPD) for a molecular structure, ClCu.

```
2
Properties=species:S:1:pos:R:3
Cu -24.35280 -16.26079 7.03951
Cl -21.40541 -18.69548 5.46935
```

The net charge is +1. Its gap between HOMO and LUMO (spin up / spin down) is 7.79 / 7.10 eV. The multiplicity is 2.

Ordering by calculated energy gives the sequence entry a, entry b, with the first entry being the most stable.

Entry a
Density functional theory data (ωB97M-V/def2-TZVPD) for 2 unconnected molecules or ions with the total composition CH7NS2.

```
11
Properties=species:S:1:pos:R:3
N 5.51586 -2.71644 0.75949
H 5.87188 -3.63559 0.91417
H 5.23690 -2.63989 1.84373
H 4.55848 -2.78430 0.37502
C -3.70753 1.84614 -1.17006
S -2.91515 0.45102 -0.51429
S -1.89281 1.16102 1.13317
H -4.37539 1.80258 -2.12998
H -3.00200 2.64210 -1.35968
H -4.55927 2.06888 -0.46942
H -0.73097 1.80447 0.61785
```

Its gap between HOMO and LUMO is 9.47 eV. Its SMILES is CSS.N.

Entry b
Density functional theory data (ωB97M-V/def2-TZVPD) for 2 unconnected molecules or ions with the total composition CH7NS2.

```
11
Properties=species:S:1:pos:R:3
S -0.70354 -0.30013 -1.88187
S 0.41429 1.36009 -1.17789
H -0.12157 -0.32902 -3.10924
H 0.10301 1.20870 0.09202
C 0.79201 -1.38740 3.30953
N -0.21845 -0.56180 2.32938
H 1.54414 -1.90053 2.59431
H 0.17906 -1.95334 4.04526
H 1.29759 -0.53956 3.83248
H -0.55612 0.02472 3.07257
H -1.04113 -1.21344 2.26589
```

Its gap between HOMO and LUMO is 8.70 eV. Its SMILES is CN.SS.

Ordering by calculated energy gives the sequence entry a, entry b, with the first entry being the most stable.

Entry a
Density functional theory data (ωB97M-V/def2-TZVPD) for 2 unconnected molecules or ions with the total composition C4H13N3O.

```
21
Properties=species:S:1:pos:R:3
C -0.72311 -1.42336 -0.40673
C -0.92091 -2.37582 0.73784
N 0.38365 -1.26678 -1.07930
O -1.88251 -1.07732 -1.00227
H -1.72144 -0.28110 -1.55147
H -0.56654 0.35471 0.63223
H 1.17389 -1.75515 -0.67410
H 0.87741 0.14134 -0.89544
H 0.00579 -2.52841 1.28707
H -1.69083 -1.98765 1.40061
H -1.27401 -3.33474 0.35044
C 2.14764 1.12710 0.52360
N -1.28455 1.85422 -0.58054
C -0.20888 1.43520 0.29075
N 1.01658 1.23873 -0.38006
H -1.11817 1.64289 -1.55865
H -1.46278 2.85073 -0.53917
H -0.12594 2.09761 1.16282
H 2.03614 0.30454 1.25087
H 2.29017 2.05325 1.08855
H 3.04840 0.93001 -0.05707
```

Its gap between HOMO and LUMO is 9.04 eV. Its SMILES is [H]/N=C(\C)O.CNCN.

Entry b
Density functional theory data (ωB97M-V/def2-TZVPD) for 3 unconnected molecules or ions with the total composition C4H13N3O.

```
21
Properties=species:S:1:pos:R:3
C 1.75926 -0.45120 1.23096
N 1.97784 -1.54729 0.45153
O 1.03890 -0.46678 2.21464
H -0.91985 -0.55097 1.77447
H 2.56334 -1.50322 -0.36325
H 1.59867 -2.43287 0.74281
H 2.43381 0.38543 0.98656
H 0.43931 1.07395 0.24321
C 0.02635 1.74205 -0.56978
C 0.25900 1.09256 -1.92173
C -1.71837 -0.57478 0.97505
N -1.35150 -1.33508 -0.09902
N -2.80629 0.06976 0.95950
H -0.76018 -2.12953 0.08119
H -2.08631 -1.46749 -0.78282
H -2.94603 0.67818 1.75912
H 0.56814 2.68348 -0.48421
H -1.02969 1.94511 -0.41745
H -0.26451 0.14234 -1.97457
H -0.10284 1.73472 -2.72170
H 1.32096 0.91163 -2.08452
```

Its gap between HOMO and LUMO is 9.76 eV. Its SMILES is [H]/N=C/N.NC=O.CC.

Ordering by calculated energy gives the sequence entry b, entry a, with the first entry being the most stable.